# 1
Computed, not measured: a molecular structure, C5H8O2S, with ωB97M-V/def2-TZVPD.

Geometry as XYZ:
```
16
Properties=species:S:1:pos:R:3:forces:R:3
S 2.37198 -0.50325 0.59378 6.11 -2.06 -0.10
O -1.47477 -1.25476 1.13443 -2.86 -3.12 2.38
O 0.97067 0.78064 -1.64094 -0.16 0.70 0.20
C -1.17068 0.34440 -0.65766 -0.09 3.05 1.17
C 0.94290 -0.06756 0.61891 -5.68 2.35 2.97
C -1.82025 -0.89953 -0.14913 -0.46 -3.23 -2.83
C 0.30590 0.50714 -0.68108 -0.12 -2.62 0.77
C -1.70664 1.77714 -0.09317 -0.14 1.41 1.02
H -1.53677 -1.87204 -0.79517 0.06 2.26 0.49
H -2.08062 -2.11495 1.34945 2.36 3.14 -0.50
H -2.92468 -0.92475 -0.41335 0.83 0.80 0.90
H -1.56115 0.54397 -1.59724 -0.37 -0.52 -2.27
H 0.35908 -0.16924 1.71350 0.94 0.63 -3.46
H -1.13388 2.38573 1.01881 -1.69 -2.25 -3.73
H -2.81244 1.39872 0.23676 2.26 2.05 -0.97
H -1.53583 2.62790 -1.18836 -0.99 -2.60 3.96
```
Positions in Å, forces in eV/Å.

The value obtained for the total energy is -743.7767 Ha. Its frontier orbital gap is 0.29161 Eh. For the HOMO energy, the calculation gives -0.309 Eh. The value obtained for the relative energy (zero: lowest compared OMol25 entry of this formula, charge and spin) is 132.22 kcal/mol.

# 2
Computed, not measured: a gas-phase ion, C3H2ClO3 (charge -1), with ωB97M-V/def2-TZVPD.

Geometry as XYZ:
```
9
Properties=species:S:1:pos:R:3:forces:R:3
Cl -1.02965 1.98578 -0.41143 -0.26 -0.87 0.04
O -2.39304 -0.86143 -0.26450 -0.99 -0.12 -0.39
O 0.47007 0.53585 1.16152 -2.16 -0.63 2.54
O -0.42961 -1.96869 -0.26448 0.57 -0.78 -0.11
C -0.44615 0.33612 0.07201 5.64 2.18 -0.20
C 1.35327 0.36506 0.17764 -0.86 -0.67 -4.18
C -1.17608 -0.99764 -0.21475 -0.16 0.69 0.83
H 1.73343 -0.73721 -0.03338 -0.50 2.53 0.65
H 1.91774 1.34217 -0.22262 -1.28 -2.33 0.82
```
Positions in Å, forces in eV/Å.

The value obtained for the total energy is -801.4010 Ha. Its frontier orbital gap is 0.29811 Eh. For the HOMO energy, the calculation gives -0.163 Eh. As for the SMILES: O=C([O-])[C@]1(Cl)CO1. The value obtained for the relative energy (zero: lowest compared OMol25 entry of this formula, charge and spin) is 41.22 kcal/mol. As for the total charge: -1.